Record 1
A 11-piece molecular cluster, C23H66N2O25S6 overall, computed with ωB97M-V with the def2-TZVPD basis set.

The geometry in XYZ format:
```
122
Properties=species:S:1:pos:R:3:forces:R:3:lowdin_charge:R:1
C -21.1291 -13.8198 -3.0961 -0.31 0.27 -0.94 -0.162
O -20.4277 -14.9396 -3.6194 -0.13 -0.01 0.52 -0.115
H -22.2112 -13.9654 -3.1712 0.00 0.01 0.11 0.088
H -20.8810 -13.5148 -2.0781 0.24 -0.29 0.00 0.035
H -20.8754 -13.0001 -3.7710 -0.04 0.15 0.20 0.078
H -20.8404 -15.7367 -3.2716 0.17 -0.05 -0.04 0.079
C -14.5864 -14.7652 0.2916 -0.09 0.76 -0.24 -0.173
O -14.9911 -16.0300 0.7586 0.35 -0.12 -0.02 -0.103
H -13.5340 -14.6496 0.0013 0.08 -0.53 0.12 0.085
H -15.1679 -14.5493 -0.6066 -0.12 0.04 0.12 0.074
H -14.7702 -13.9704 1.0256 -0.20 -0.09 -0.04 0.056
H -14.5634 -16.1812 1.6065 -0.08 -0.12 -0.04 0.074
C -18.6658 -12.0835 -0.9360 0.36 -0.32 -0.29 -0.151
O -17.2889 -12.4137 -0.8152 0.00 0.08 0.12 -0.140
H -19.2337 -12.7566 -0.2853 -0.25 0.29 -0.04 0.065
H -18.8547 -11.0309 -0.7139 0.04 -0.13 0.16 0.047
H -18.9770 -12.2634 -1.9696 0.06 0.02 0.08 0.066
H -17.1876 -12.7498 0.0892 0.17 0.09 -0.33 0.025
O -23.3202 -10.9363 1.5536 0.55 -0.43 0.18 -0.288
S -22.0824 -11.1990 2.2449 -0.23 0.61 -1.03 0.621
O -21.9855 -10.8183 3.6215 0.44 -0.73 -0.50 -0.264
O -21.7098 -12.7839 2.0960 0.11 1.26 0.47 -0.263
C -21.9654 -13.3428 0.8051 -1.04 -0.89 -0.79 -0.289
C -21.1483 -14.6050 0.6095 0.03 0.47 0.32 -0.050
C -20.7145 -10.5122 1.2770 0.12 -0.78 1.40 -0.106
H -21.8055 -12.6778 -0.0482 0.27 0.45 0.46 0.099
H -23.0311 -13.5867 0.7739 0.04 0.07 -0.05 0.125
H -20.1289 -14.4173 0.9513 -0.01 -0.31 0.07 0.053
H -21.0903 -14.8283 -0.4533 -0.10 -0.18 0.00 0.059
H -21.6222 -15.4288 1.1396 0.31 -0.13 0.05 0.088
H -20.6244 -9.4463 1.4616 -0.36 0.08 -0.27 0.083
H -20.7599 -10.8359 0.2442 -0.32 0.36 -0.04 0.033
H -19.8384 -10.9730 1.7374 0.08 0.10 -0.11 0.045
O -16.5545 -12.7922 3.2269 0.30 -0.20 -0.31 -0.270
S -17.3035 -13.9259 2.7799 -1.91 -1.51 1.55 0.649
O -17.7241 -14.0502 1.4020 1.01 -0.29 0.94 -0.284
O -16.5992 -15.3167 3.2965 -0.32 1.46 -1.66 -0.259
C -15.9239 -15.3103 4.5433 0.69 -1.17 1.27 -0.283
C -16.5490 -16.3475 5.4819 -0.30 0.41 0.10 -0.062
C -18.8158 -14.0829 3.7982 1.35 1.08 -0.98 -0.069
H -15.8579 -14.3521 5.0617 -0.45 0.23 -0.45 0.117
H -14.8814 -15.6027 4.3857 -0.07 0.06 -0.36 0.121
H -17.5747 -16.0759 5.7415 0.08 0.17 0.12 0.069
H -15.9455 -16.3549 6.3911 -0.12 -0.09 0.07 0.083
H -16.6245 -17.3657 5.1037 0.40 0.10 -0.35 0.082
H -19.3983 -13.2478 3.4102 -0.48 -0.16 0.33 0.056
H -18.4858 -13.8986 4.8165 -0.23 -0.07 0.11 0.069
H -19.2686 -15.0537 3.6434 -0.02 0.00 -0.09 0.080
O -18.3215 -9.2417 3.6855 -0.14 0.36 -0.51 -0.275
S -17.2829 -9.3114 2.6976 1.82 -0.70 0.98 0.604
O -17.4312 -10.1837 1.5608 -0.03 0.93 0.24 -0.290
O -16.8505 -7.8525 2.1788 -0.82 -1.13 -0.21 -0.263
C -16.9818 -6.7723 3.1227 0.33 1.30 -0.32 -0.250
C -16.9440 -5.4811 2.3428 -1.03 1.16 -0.70 -0.079
C -15.7494 -9.7465 3.5871 -1.25 0.07 -0.18 -0.087
H -16.1141 -6.7684 3.7856 -0.25 -0.38 0.30 0.118
H -17.9356 -6.8323 3.6403 0.17 -0.31 0.22 0.118
H -17.7208 -5.4397 1.5731 0.21 -0.59 -0.18 0.074
H -16.0134 -5.1982 1.8562 0.18 -0.44 0.12 0.083
H -17.2725 -4.6103 2.9213 0.41 -0.31 0.66 0.083
H -16.0080 -10.5373 4.2870 0.01 -0.22 -0.27 0.054
H -15.4802 -8.8824 4.1886 0.25 0.12 -0.25 0.058
H -15.0179 -10.0586 2.8507 0.17 0.11 0.10 0.058
O -12.4821 -8.1767 -2.6804 0.94 -0.99 0.10 -0.281
S -11.8820 -9.4867 -2.5934 -0.58 0.06 0.21 0.640
O -10.5898 -9.7211 -1.9803 -0.93 0.31 -0.25 -0.301
O -12.9831 -10.3930 -1.8076 0.16 0.61 -0.76 -0.276
C -12.6942 -11.0328 -0.5684 1.46 -0.73 0.22 -0.274
C -13.9976 -11.3454 0.1170 0.03 0.20 -0.09 -0.059
C -11.8732 -10.2096 -4.2567 0.49 0.07 1.08 -0.099
H -11.9893 -10.4865 0.0688 -0.54 0.70 -0.18 0.120
H -12.0666 -11.9097 -0.7890 -0.56 -0.28 -0.03 0.121
H -14.6192 -10.4497 0.1449 0.05 0.03 0.14 0.068
H -13.7872 -11.6589 1.1407 -0.14 -0.14 -0.02 0.084
H -14.5717 -12.1072 -0.4102 0.05 -0.04 0.06 0.056
H -12.1915 -9.3926 -4.8929 -0.10 -0.25 -0.28 0.067
H -12.4760 -11.1086 -4.3127 -0.34 0.26 0.00 0.040
H -10.8421 -10.5208 -4.4118 0.06 0.29 -0.17 0.066
O -15.4195 -19.3267 -2.6559 -0.44 0.00 -0.62 -0.288
S -16.4546 -19.0898 -3.6302 -0.38 0.55 0.14 0.605
O -17.3047 -20.1622 -4.0748 0.54 0.91 0.21 -0.279
O -17.4221 -17.9209 -3.0703 -0.20 -0.75 -0.39 -0.273
C -16.8585 -16.9753 -2.1312 -0.42 0.12 0.51 -0.251
C -17.9312 -16.0574 -1.5617 -0.24 0.05 -0.93 -0.054
C -15.7467 -18.2027 -5.0285 0.42 -0.33 0.65 -0.115
H -16.1111 -16.4006 -2.6782 0.39 -0.09 0.43 0.117
H -16.5118 -17.5553 -1.2788 0.77 0.14 -0.27 0.112
H -17.5269 -15.5322 -0.6984 -0.08 -0.24 0.22 0.055
H -18.8049 -16.6674 -1.3270 0.04 0.07 0.42 0.085
H -18.2744 -15.2883 -2.2576 0.11 -0.15 -0.16 0.063
H -15.0690 -17.4682 -4.5939 -0.10 0.07 0.02 0.061
H -16.5079 -17.7075 -5.6206 -0.16 -0.24 -0.01 0.072
H -15.1314 -18.8985 -5.5951 -0.22 -0.09 -0.12 0.071
O -14.3148 -11.7752 -5.6290 -0.72 1.43 0.11 -0.289
S -15.3243 -10.9137 -5.0456 -0.60 -1.24 0.33 0.619
O -15.0880 -9.5797 -4.5536 0.28 -0.76 -0.55 -0.271
O -16.5386 -10.8641 -6.1095 0.70 -0.11 0.28 -0.241
C -17.6833 -10.0889 -5.7122 -0.59 0.44 0.36 -0.289
C -18.7552 -10.2037 -6.7558 -0.11 0.48 -1.25 -0.065
C -16.0458 -11.8905 -3.7358 -0.43 0.23 -0.19 -0.109
H -17.4119 -9.0395 -5.5955 0.23 -0.07 0.05 0.121
H -18.0647 -10.4418 -4.7523 0.14 -0.06 0.05 0.094
H -18.3792 -9.8173 -7.7099 0.23 -0.39 -0.01 0.086
H -19.5881 -9.5146 -6.5973 0.00 -0.15 0.65 0.075
H -19.1539 -11.2026 -6.9222 0.15 -0.08 0.17 0.083
H -16.8729 -11.3550 -3.2762 0.26 0.20 0.25 0.044
H -15.2683 -12.1169 -3.0119 0.00 0.12 0.04 0.067
H -16.4760 -12.8007 -4.1494 0.33 -0.07 -0.19 0.083
C -16.6031 -8.6129 -1.3034 -0.47 -0.69 -0.04 0.049
N -16.0910 -7.3035 -0.8164 0.25 -0.21 -0.91 -0.429
O -14.8936 -7.1743 -0.7141 0.18 -0.09 0.37 0.084
O -16.8991 -6.4169 -0.6415 -0.36 0.05 0.12 0.047
H -15.8308 -9.3758 -1.3132 0.21 0.29 0.25 0.079
H -16.9782 -8.5295 -2.3217 0.07 0.52 0.02 0.087
H -17.4362 -8.9100 -0.6706 0.10 0.08 0.11 0.079
C -21.7740 -8.4523 -3.5128 0.79 0.54 -0.56 0.062
N -20.4404 -9.0042 -3.1050 -0.56 0.10 0.45 -0.428
O -20.4871 -9.9709 -2.3698 0.16 -0.19 -0.09 0.051
O -19.4307 -8.4346 -3.4425 0.10 0.05 -0.27 0.076
H -21.6328 -7.8507 -4.4083 0.08 -0.23 -0.09 0.096
H -22.0441 -7.7491 -2.7293 -0.34 -0.39 0.23 0.107
H -22.4244 -9.2997 -3.6774 -0.27 0.13 0.28 0.097
```
Forces are in eV/Å.

Computed properties:
**HOMO energy**: -10.3 eV
**Molecular weight**: 963.17 g mol⁻¹
**SMILES**: CCOS(C)(=O)=O.CCOS(C)(=O)=O.CCOS(C)(=O)=O.CCOS(C)(=O)=O.CCOS(C)(=O)=O.CCOS(C)(=O)=O.C[N+](=O)[O-].C[N+](=O)[O-].CO.CO.CO
**Relative energy (zero: lowest compared OMol25 entry of this formula, charge and spin)**: 0.00 kJ/mol
**Gap between HOMO and LUMO**: 0.3643 Eh
**Net charge**: 0


Record 2
C17H15AuClGe as an isolated structure, computed with ωB97M-V with the def2-TZVPD basis set.

The geometry in XYZ format:
```
35
Properties=species:S:1:pos:R:3:forces:R:3:lowdin_charge:R:1
Au 0.8681 1.4284 -2.9861 -0.04 -0.01 -0.02 0.350
C 1.6883 3.0104 0.0592 0.00 -0.01 0.00 -0.245
Ge 0.9346 1.3228 -0.5480 0.03 -0.02 0.04 0.803
C 2.0366 -0.1960 -0.0159 -0.05 -0.02 0.08 -0.344
C 2.9670 -0.8018 -0.8553 0.03 0.06 -0.05 -0.129
C 3.7210 -1.8801 -0.4137 0.01 -0.01 -0.01 -0.086
C 3.5514 -2.3639 0.8749 0.02 -0.02 0.01 -0.087
C 2.6279 -1.7686 1.7220 -0.01 0.00 0.02 -0.084
C 1.8733 -0.6930 1.2776 -0.04 -0.03 -0.01 -0.111
C -0.9018 1.1236 0.0635 -0.03 -0.03 0.03 -0.269
C -1.4630 2.1677 0.7552 0.01 0.01 0.01 -0.104
C -2.7784 2.0940 1.2642 0.02 0.00 0.00 -0.071
C -3.5192 0.9684 1.0665 -0.03 0.00 0.00 -0.029
C -2.9915 -0.1318 0.3453 -0.04 -0.01 0.02 -0.165
C -3.7643 -1.2982 0.1231 0.02 0.02 0.00 -0.035
C -3.2574 -2.3467 -0.5868 -0.01 0.00 0.00 -0.078
C -1.9498 -2.2740 -1.1112 0.01 -0.01 0.00 -0.071
C -1.1827 -1.1630 -0.9072 -0.01 -0.02 0.00 -0.056
C -1.6751 -0.0576 -0.1689 0.05 0.03 -0.03 -0.183
H 1.7224 3.0139 1.1503 0.01 0.02 0.00 0.028
H 1.0998 3.8565 -0.2905 -0.01 0.00 -0.01 0.022
H 2.7024 3.1095 -0.3239 0.00 -0.01 0.00 0.022
H 3.1085 -0.4313 -1.8648 -0.01 0.00 0.00 0.077
H 4.4399 -2.3433 -1.0772 0.00 0.00 0.00 0.103
H 4.1367 -3.2067 1.2191 0.00 0.00 0.00 0.103
H 2.4900 -2.1456 2.7274 0.00 0.00 0.00 0.104
H 1.1405 -0.2500 1.9445 0.00 0.00 -0.01 0.104
H -0.8942 3.0736 0.9284 0.01 0.00 0.00 0.089
H -3.1890 2.9328 1.8108 0.00 0.00 0.00 0.105
H -4.5296 0.8984 1.4520 0.00 0.00 0.00 0.114
H -4.7694 -1.3380 0.5255 0.00 0.00 0.00 0.112
H -3.8556 -3.2331 -0.7531 0.00 0.00 0.00 0.103
H -1.5524 -3.1062 -1.6778 0.00 0.00 0.00 0.105
H -0.1793 -1.1292 -1.3139 0.02 0.01 0.00 0.072
Cl 1.3443 3.1580 -4.4152 0.03 0.03 -0.07 -0.269
```
Forces are in eV/Å.

Computed properties:
**HOMO energy (spin up / spin down)**: -8.4 / -8.6 eV
**Molecular weight**: 524.34 g mol⁻¹
**Multiplicity**: 2
**<S²>**: 0.76
**Gap between HOMO and LUMO (spin up / spin down)**: 0.3088 / 0.2226 Eh
**Net charge**: 0